The following is a quantum chemistry calculation of a molecular structure, C20H14F2N3O17Rb, from the Open Molecules 2025 dataset.

Output
HOMO energy = -0.87 eV
net charge = -2
Kohn-Sham gap = 3.09 eV

Each line ends with the Löwdin charge.
Element x y z (Å)
1 Rb 1.061 -0.603 -0.320  0.880
2 N 3.229 -1.600 -3.039  -0.687
3 O 2.777 -2.727 -2.853  -0.030
4 O 2.896 -0.646 -2.354  -0.218
5 O 3.995 -1.540 -3.980  -0.068
6 N 0.651 -5.251 -0.646  -0.714
7 O 0.061 -5.499 0.388  -0.075
8 O 1.350 -4.315 -0.970  -0.082
9 O 0.672 -6.008 -1.561  -0.050
10 N -0.754 -2.564 -3.479  -0.619
11 O 0.133 -3.501 -3.280  -0.066
12 O -1.239 -2.483 -4.644  -0.126
13 O -0.928 -1.699 -2.671  -0.101
14 C 5.015 -3.849 0.674  -0.017
15 C 3.656 -4.133 1.304  -0.358
16 O 3.222 -2.824 1.608  0.114
17 C 4.293 -1.930 1.575  -0.557
18 O 4.201 -0.755 1.856  0.118
19 O 5.348 -2.528 1.131  0.104
20 F 3.976 -4.763 2.370  0.109
21 H 4.790 -3.818 -0.393  0.148
22 H 5.819 -4.543 0.915  0.138
23 H 2.925 -4.703 0.731  0.159
24 C 2.953 4.143 3.824  -0.056
25 C 3.008 3.170 5.054  -0.368
26 O 2.029 2.349 4.732  0.188
27 C 1.909 2.278 3.409  -0.535
28 O 1.298 1.423 2.782  0.157
29 O 2.588 3.243 2.848  0.104
30 F 2.802 3.937 6.125  0.073
31 H 3.964 4.531 3.694  0.135
32 H 2.270 4.990 3.767  0.145
33 H 3.969 2.715 5.295  0.180
34 C -6.104 -0.985 -1.830  -0.050
35 C -5.099 -1.748 -1.276  -0.057
36 C -3.998 -1.169 -0.653  0.031
37 C -3.696 0.212 -0.762  -0.050
38 C -4.741 1.046 -1.349  -0.050
39 C -5.959 0.450 -1.815  0.018
40 C -4.615 2.525 -1.410  -0.306
41 O -5.519 3.254 -1.764  0.090
42 C -3.278 3.059 -1.068  -0.098
43 C -3.004 4.396 -1.468  0.008
44 C -1.754 4.948 -1.184  -0.070
45 C -0.769 4.165 -0.544  -0.046
46 C -1.077 2.856 -0.104  0.027
47 C -2.352 2.317 -0.418  -0.074
48 C -2.536 0.832 -0.121  -0.208
49 O -1.635 0.146 0.477  -0.038
50 H -7.071 -1.408 -2.058  0.096
51 H -5.203 -2.821 -1.223  0.113
52 H -3.236 -1.819 -0.252  0.130
53 H -6.814 1.031 -2.130  0.102
54 H -3.689 5.094 -1.926  0.111
55 H -1.532 5.993 -1.343  0.095
56 H 0.071 4.743 -0.188  0.097
57 H -0.329 2.386 0.517  0.100



The following is a quantum chemistry calculation of a molecular structure, C31H43F3GeMoO2SbSeSi, from the Open Molecules 2025 dataset.

Output
HOMO energy (alpha / beta) = -11.06 / -11.06 eV
multiplicity = 3
net charge = +1
ΔE to the lowest compared entry with this formula, charge and spin = 0.000 eV
Kohn-Sham gap (alpha / beta) = 6.89 / 7.09 eV
<S²> = 2.0408

Each line ends with the Löwdin charge.
Element x y z (Å)
1 Mo 0.556 1.369 -1.384  1.042
2 C -1.700 -0.366 -0.815  -0.234
3 Si -2.824 0.901 -1.582  0.213
4 C -3.991 1.542 -0.261  -0.192
5 C -3.816 0.264 -3.011  -0.209
6 Se -1.331 2.578 -2.267  0.414
7 H -2.256 -1.124 -0.276  0.050
8 H -1.040 -0.042 0.007  0.010
9 H -1.103 -0.881 -1.574  0.028
10 H -4.975 1.035 -0.274  0.053
11 H -4.247 2.581 -0.356  0.029
12 H -3.624 1.344 0.777  0.022
13 H -4.474 -0.545 -2.647  0.050
14 H -3.258 -0.136 -3.888  0.035
15 H -4.451 1.053 -3.452  0.049
16 F 1.917 3.733 -0.456  0.102
17 C 2.117 2.865 -1.437  -0.733
18 F 3.357 2.392 -1.310  0.085
19 F 2.127 3.610 -2.576  0.007
20 O 1.369 1.038 0.423  -0.178
21 C 1.790 -0.168 0.088  -0.569
22 O 1.740 -0.394 -1.139  -0.101
23 C 2.309 -1.157 1.035  -0.132
24 C 2.079 -0.769 2.482  -0.253
25 Ge 0.288 -0.647 3.160  0.999
26 C -0.458 -2.419 2.683  -0.264
27 C 0.439 -3.486 2.686  -0.100
28 C -0.040 -4.810 2.496  -0.068
29 C -1.374 -5.053 2.344  -0.108
30 C -2.260 -4.014 2.230  -0.080
31 C -1.795 -2.695 2.385  -0.109
32 C 0.682 -0.672 5.034  -0.284
33 C 1.552 0.347 5.448  -0.122
34 C 2.045 0.368 6.717  -0.080
35 C 1.606 -0.589 7.652  -0.077
36 C 0.766 -1.601 7.257  -0.081
37 C 0.290 -1.629 5.951  -0.088
38 C -1.130 0.692 2.873  -0.246
39 C -1.160 1.879 2.145  -0.104
40 C -2.265 2.770 2.285  -0.088
41 C -3.336 2.373 3.071  -0.104
42 C -3.377 1.118 3.672  -0.083
43 C -2.253 0.365 3.670  -0.135
44 H 3.338 -1.224 0.702  0.146
45 H 1.914 -2.153 0.801  0.132
46 H 2.612 0.132 2.710  0.074
47 H 2.456 -1.526 3.152  0.076
48 H 1.479 -3.280 2.841  0.083
49 H 0.665 -5.610 2.628  0.103
50 H -1.767 -6.060 2.180  0.116
51 H -3.305 -4.183 1.986  0.107
52 H -2.501 -1.857 2.259  0.090
53 H 1.902 1.057 4.676  0.107
54 H 2.713 1.146 7.075  0.107
55 H 1.998 -0.519 8.675  0.112
56 H 0.478 -2.337 7.987  0.104
57 H -0.384 -2.406 5.709  0.092
58 H -0.308 2.155 1.538  0.069
59 H -2.386 3.719 1.801  0.104
60 H -4.211 3.026 3.060  0.115
61 H -4.305 0.818 4.175  0.121
62 H -2.284 -0.571 4.216  0.101
63 C 4.215 0.969 -5.136  -0.140
64 C 3.342 0.631 -3.931  -0.356
65 Sb 1.250 1.174 -3.903  1.432
66 C 0.076 -0.316 -4.774  -0.427
67 C 0.808 -1.272 -5.775  -0.132
68 C 0.853 2.604 -5.391  -0.377
69 C 0.852 2.002 -6.867  -0.134
70 H 5.232 0.692 -4.979  0.063
71 H 4.207 2.025 -5.393  0.077
72 H 3.991 0.278 -5.957  0.074
73 H 3.647 1.045 -3.008  0.007
74 H 3.302 -0.420 -3.724  0.046
75 H -0.823 0.160 -5.170  0.054
76 H -0.299 -0.843 -3.896  0.022
77 H 1.128 -0.628 -6.648  0.069
78 H 0.084 -2.005 -6.091  0.066
79 H 1.707 -1.708 -5.321  0.067
80 H 1.516 3.431 -5.282  0.039
81 H -0.137 2.982 -5.044  0.031
82 H 1.818 1.632 -7.133  0.051
83 H 0.643 2.850 -7.534  0.079
84 H -0.005 1.374 -7.083  0.062



The following is a quantum chemistry calculation of a molecular structure, C23H48As3N3O2P2Pd, from the Open Molecules 2025 dataset.

Output
HOMO energy = -16.98 eV
net charge = +4
ΔE to the lowest compared entry with this formula, charge and spin = 0.000 eV
Kohn-Sham gap = 7.34 eV

Each line ends with the Löwdin charge.
Element x y z (Å)
1 Pd -2.171 2.498 -3.836  0.605
2 C 3.574 -6.440 7.366  -0.193
3 As 4.279 -5.331 5.971  1.218
4 C 3.708 -5.928 4.240  -0.196
5 C 6.124 -4.852 6.130  -0.401
6 C 7.296 -5.586 6.077  -0.037
7 C 8.489 -4.898 6.278  -0.003
8 C 8.502 -3.527 6.528  -0.005
9 C 7.324 -2.790 6.587  -0.041
10 C 6.136 -3.471 6.381  -0.401
11 As 4.297 -2.941 6.439  1.214
12 C 3.655 -2.487 8.189  -0.196
13 C 3.705 -1.640 5.162  -0.201
14 H 3.955 -7.450 7.197  0.069
15 H 2.486 -6.445 7.311  0.061
16 H 3.917 -6.077 8.332  0.055
17 H 4.330 -6.789 3.985  0.067
18 H 3.856 -5.142 3.505  0.050
19 H 2.664 -6.229 4.293  0.059
20 H 7.303 -6.651 5.890  0.129
21 H 9.424 -5.440 6.243  0.136
22 H 9.448 -3.027 6.686  0.136
23 H 7.353 -1.728 6.790  0.127
24 H 4.112 -1.535 8.466  0.067
25 H 3.956 -3.254 8.899  0.054
26 H 2.572 -2.383 8.165  0.060
27 H 4.274 -0.736 5.386  0.064
28 H 2.643 -1.445 5.296  0.056
29 H 3.928 -1.967 4.150  0.051
30 C -4.665 3.442 -5.818  -0.212
31 P -2.861 3.484 -5.727  0.762
32 C -2.416 5.202 -6.034  -0.221
33 C -2.248 2.528 -7.156  -0.367
34 C -2.366 1.040 -6.831  -0.366
35 P -1.708 0.760 -5.152  0.756
36 C -2.276 -0.867 -4.621  -0.224
37 C 0.085 0.613 -5.309  -0.212
38 H -5.003 3.882 -6.757  0.071
39 H -5.082 4.013 -4.987  0.059
40 H -5.030 2.417 -5.750  0.051
41 H -2.826 5.514 -6.996  0.073
42 H -1.334 5.310 -6.029  0.046
43 H -2.841 5.833 -5.254  0.052
44 H -1.205 2.813 -7.314  0.094
45 H -2.799 2.794 -8.060  0.109
46 H -1.837 0.420 -7.556  0.107
47 H -3.412 0.722 -6.834  0.093
48 H -1.940 -1.625 -5.330  0.071
49 H -3.363 -0.893 -4.564  0.053
50 H -1.851 -1.075 -3.640  0.040
51 H 0.342 -0.218 -5.968  0.069
52 H 0.509 0.441 -4.320  0.056
53 H 0.507 1.534 -5.709  0.054
54 C -3.952 -0.435 -1.435  -0.198
55 As -2.807 1.020 -0.937  1.007
56 C -3.956 2.508 -0.575  -0.199
57 C -1.972 0.521 0.724  -0.190
58 O -1.655 1.336 -2.122  -0.627
59 H -4.642 -0.639 -0.617  0.055
60 H -3.359 -1.323 -1.641  0.042
61 H -4.523 -0.156 -2.319  0.043
62 H -4.731 2.179 0.117  0.057
63 H -4.406 2.856 -1.501  0.035
64 H -3.380 3.319 -0.137  0.043
65 H -2.762 0.445 1.470  0.050
66 H -1.261 1.289 1.022  0.046
67 H -1.471 -0.438 0.616  0.043
68 C -0.568 8.615 -1.776  0.006
69 N -0.854 7.264 -2.238  -0.077
70 C -1.999 6.461 -1.858  -0.015
71 C -1.732 5.206 -2.667  -0.479
72 O -2.526 4.236 -2.657  -0.150
73 N -0.608 5.309 -3.365  0.173
74 C -0.116 6.544 -3.080  -0.389
75 N 1.013 6.983 -3.618  0.241
76 H -1.400 8.956 -1.166  0.103
77 H -0.468 9.299 -2.619  0.104
78 H 0.337 8.639 -1.168  0.104
79 H -2.946 6.923 -2.141  0.152
80 H -2.018 6.250 -0.787  0.148
81 H 1.522 6.378 -4.239  0.130
82 H 1.380 7.899 -3.425  0.123



The following is a quantum chemistry calculation of a gas-phase ion, HNO5S (charge -2), from the Open Molecules 2025 dataset.

Output
HOMO energy = 1.83 eV
SMILES string = O=S(=O)([O-])ON[O-]
net charge = -2
ΔE to the lowest compared entry with this formula, charge and spin = 1.992 eV
Kohn-Sham gap = 4.95 eV

Each line ends with the Löwdin charge.
Element x y z (Å)
1 O 0.483 -1.393 0.795  -0.420
2 S 1.084 -0.353 -0.040  0.417
3 O 2.067 -0.776 -1.076  -0.451
4 O 1.621 0.778 0.730  -0.432
5 O -0.264 0.424 -0.994  -0.398
6 N -1.644 0.226 -0.173  -0.292
7 O -2.271 1.360 0.164  -0.452
8 H -1.077 -0.265 0.596  0.028



Ordered electronic energy results: -66323.86456 -183219.57621 -237736.73396 -22574.40305; unit eV.